No. 1
This record from the Open Molecules 2025 dataset describes a cluster of 4 separate species, CH8O4 in total. The level of theory is the ωB97M-V functional and the def2-TZVPD basis.

```
13
Properties=species:S:1:pos:R:3:forces:R:3
O -0.510 1.034 -1.981 -0.9 -0.7 0.1
C 0.635 1.181 -1.697 1.7 -0.1 -0.2
H 1.403 0.426 -1.405 -0.9 -0.5 0.1
H 1.128 2.127 -1.802 0.1 1.3 0.0
H -1.520 0.377 2.744 0.2 -0.1 -0.4
H -1.245 -0.142 1.287 -0.3 -0.3 -0.4
O -0.857 0.311 2.044 0.2 0.4 0.8
H -0.889 -0.805 -1.023 -0.2 0.0 0.1
H 0.100 -1.376 0.025 -2.2 0.0 -0.5
O -0.898 -1.295 -0.185 2.1 -0.1 0.1
H 0.840 -0.626 1.640 -1.2 0.7 1.3
H 2.344 -0.667 1.450 0.7 0.1 0.4
O 1.518 -0.850 1.031 0.6 -0.6 -1.4
```
Positions in Å, forces in eV/Å.

Output
* energy relative to the best compared isomer or geometry (same formula, charge and spin): 4.1 kcal per mole
* orbital gap: 11.11 eV
* strongest force on any atom: 0.0432 hartree/bohr
* LUMO level: 0.6489 eV
* total charge: 0

No. 2
This record from the Open Molecules 2025 dataset describes a cluster of 2 separate species, CH9N2 in total. The level of theory is the ωB97M-V functional and the def2-TZVPD basis.

```
12
Properties=species:S:1:pos:R:3:forces:R:3
N 1.150 1.601 -0.437 0.2 0.4 -0.7
H 0.991 1.568 -1.448 0.1 -0.4 0.2
H 2.079 1.204 -0.267 -0.3 0.0 -0.1
H -0.046 0.454 0.406 0.3 -0.5 0.5
H 1.250 2.601 -0.302 0.0 0.2 0.5
C -1.110 -1.223 -0.189 -0.4 -1.2 0.2
N -0.250 -0.511 0.798 -0.3 0.9 -0.7
H -1.816 -0.540 -0.645 0.0 0.1 0.1
H -0.575 -1.758 -0.970 0.6 0.5 0.1
H -1.627 -2.024 0.346 -0.2 0.3 0.1
H 0.683 -0.953 0.991 0.1 -0.3 -0.2
H -0.730 -0.419 1.718 -0.1 0.0 0.0
```
Positions in Å, forces in eV/Å.

Output
* multiplicity: 2
* energy relative to the best compared isomer or geometry (same formula, charge and spin): 3.5 kcal per mole
* orbital gap (spin up / spin down): 4.35 / 11.94 eV
* strongest force on any atom: 0.0242 hartree/bohr
* LUMO level (spin up / spin down): 1.1825 / 0.6902 eV
* total charge: 0

No. 3
This record from the Open Molecules 2025 dataset describes a cluster of 2 separate species, CH9N2O in total. The level of theory is the ωB97M-V functional and the def2-TZVPD basis.

```
13
Properties=species:S:1:pos:R:3:forces:R:3
O -1.069 1.236 -2.280 -0.6 -0.2 0.3
H -1.874 1.701 -2.004 0.2 0.1 -0.1
H 0.307 -0.301 -0.777 0.2 0.2 0.1
H -1.424 0.594 -2.912 0.2 0.0 -0.1
N 0.597 0.416 -0.099 -0.2 -0.3 -0.5
C 0.736 -0.275 1.264 -0.2 -0.4 0.6
N -0.068 -1.406 1.338 -0.4 -1.1 -0.3
H -0.160 1.096 -0.133 0.0 0.1 0.0
H 1.438 0.863 -0.462 0.1 0.1 0.1
H 0.486 0.448 2.037 0.1 0.3 -0.2
H 1.774 -0.584 1.361 0.0 0.2 0.0
H 0.328 -2.323 1.254 0.4 0.1 -0.1
H -1.071 -1.463 1.413 0.1 0.8 0.2
```
Positions in Å, forces in eV/Å.

Output
* energy relative to the best compared isomer or geometry (same formula, charge and spin): 9.0 kcal per mole
* orbital gap: 11.12 eV
* strongest force on any atom: 0.0234 hartree/bohr
* LUMO level: -3.4180 eV
* total charge: +1

No. 4
This record from the Open Molecules 2025 dataset describes a cluster of 2 separate species, CH9N3 in total. The level of theory is the ωB97M-V functional and the def2-TZVPD basis.

```
13
Properties=species:S:1:pos:R:3:forces:R:3
N -1.890 0.345 -1.828 0.5 0.5 -0.1
H -2.008 -0.082 -2.738 -0.3 -0.2 0.2
H -2.576 0.047 -1.152 -0.2 -0.3 -0.2
H -1.995 1.345 -1.956 0.0 0.0 0.0
N 1.691 -0.097 1.825 0.4 -0.3 -0.2
C 0.769 0.257 0.760 -0.3 0.1 0.0
N 0.398 -0.991 0.083 0.7 0.1 -0.3
H 1.382 -0.959 2.257 -0.1 0.1 0.1
H 1.840 0.613 2.528 -0.2 0.0 -0.1
H 1.234 0.975 0.069 0.2 0.0 0.2
H -0.143 0.735 1.136 -0.1 -0.1 -0.1
H 0.007 -0.765 -0.828 -0.4 0.1 0.2
H 1.292 -1.423 -0.157 -0.1 -0.2 0.2
```
Positions in Å, forces in eV/Å.

Output
* energy relative to the best compared isomer or geometry (same formula, charge and spin): 2.0 kcal per mole
* orbital gap: 9.85 eV
* strongest force on any atom: 0.0155 hartree/bohr
* LUMO level: 1.0269 eV
* total charge: 0

No. 5
This record from the Open Molecules 2025 dataset describes a cluster of 2 separate species, CH9N3 in total. The level of theory is the ωB97M-V functional and the def2-TZVPD basis.

```
13
Properties=species:S:1:pos:R:3:forces:R:3
N 2.178 1.260 -0.135 0.5 -0.2 -0.2
H 2.187 1.296 -1.149 -0.3 0.1 0.0
H 1.825 2.144 0.207 0.0 0.1 -0.1
H 3.168 1.234 0.090 -0.1 0.0 0.3
N -2.155 -0.565 -0.758 0.4 -0.3 0.3
C -1.046 -0.124 0.059 1.1 -1.2 1.3
N -0.369 -1.258 0.809 -0.4 0.4 -0.7
H -2.804 -1.004 -0.117 -0.4 0.1 0.1
H -1.805 -1.379 -1.255 0.0 0.1 -0.5
H -1.362 0.482 0.908 -0.4 0.5 -0.5
H -0.269 0.382 -0.509 -0.4 0.3 -0.3
H 0.070 -0.819 1.610 0.2 -0.3 0.0
H 0.382 -1.650 0.239 -0.2 0.2 0.2
```
Positions in Å, forces in eV/Å.

Output
* energy relative to the best compared isomer or geometry (same formula, charge and spin): 5.3 kcal per mole
* orbital gap: 10.26 eV
* strongest force on any atom: 0.0401 hartree/bohr
* LUMO level: 0.9314 eV
* total charge: 0

No. 6
This record from the Open Molecules 2025 dataset describes a cluster of 2 separate species, CH9N4 in total. The level of theory is the ωB97M-V functional and the def2-TZVPD basis.

```
14
Properties=species:S:1:pos:R:3:forces:R:3
C 1.167 -0.729 -0.154 -2.2 0.7 -3.7
N 1.205 0.796 0.000 -1.6 -0.6 -1.5
N -1.417 0.782 0.099 0.2 1.7 -4.1
N -0.099 -1.133 0.304 1.1 -0.8 2.0
N -1.099 -0.470 -0.373 -4.1 -5.2 -1.2
H 1.119 -0.938 -1.316 0.8 0.6 2.3
H 1.924 -1.211 0.365 1.6 -0.7 0.8
H 1.484 1.173 0.899 0.1 0.2 -0.1
H 0.161 1.049 -0.279 0.8 0.1 1.9
H -1.749 0.874 0.970 -1.6 -0.1 4.4
H -2.100 1.246 -0.525 0.7 -0.5 0.2
H 0.001 -1.254 1.348 -1.6 0.3 -1.1
H -2.171 -1.400 -0.524 3.7 3.6 0.9
H 1.575 1.214 -0.814 2.0 0.8 -0.6
```
Positions in Å, forces in eV/Å.

Output
* energy relative to the best compared isomer or geometry (same formula, charge and spin): 144.6 kcal per mole
* orbital gap: 10.59 eV
* strongest force on any atom: 0.1317 hartree/bohr
* LUMO level: -3.1680 eV
* total charge: +1

No. 7
This record from the Open Molecules 2025 dataset describes a structure of composition CH9N4. The level of theory is the ωB97M-V functional and the def2-TZVPD basis.

```
14
Properties=species:S:1:pos:R:3:forces:R:3
C 0.440 -1.287 0.251 -0.6 3.4 -1.1
N -0.478 -1.558 -0.662 -1.5 -0.5 -1.1
N -0.107 1.123 1.419 0.3 -1.1 0.2
N 0.675 0.678 0.319 -0.1 -1.0 -0.3
N -0.045 1.186 -0.934 -1.2 -2.5 2.3
H 0.163 -1.257 1.258 -0.1 -0.6 1.4
H 1.392 -1.501 -0.092 2.0 -0.6 0.2
H -0.150 -1.901 -1.589 -1.1 0.2 1.2
H -1.481 -1.427 -0.401 1.3 -0.6 -0.9
H 0.472 1.815 1.931 -0.7 -1.0 0.0
H -0.361 0.256 1.992 0.4 2.1 -0.5
H -0.941 1.596 -0.594 0.2 -0.7 -0.6
H 0.492 1.894 -1.297 1.8 2.2 -1.2
H -0.070 0.383 -1.602 -0.7 0.7 0.5
```
Positions in Å, forces in eV/Å.

Output
* energy relative to the best compared isomer or geometry (same formula, charge and spin): 121.2 kcal per mole
* orbital gap: 10.11 eV
* strongest force on any atom: 0.0704 hartree/bohr
* LUMO level: -3.3546 eV
* total charge: +1

No. 8
This record from the Open Molecules 2025 dataset describes the ion CH9N4 with charge +1. The level of theory is the ωB97M-V functional and the def2-TZVPD basis.

```
14
Properties=species:S:1:pos:R:3:forces:R:3
C 0.923 -0.880 -0.293 -0.6 -0.4 0.4
N 1.270 0.603 -0.092 2.5 1.9 2.3
N -1.296 0.756 0.022 -0.1 -2.3 3.9
N -0.348 -1.265 0.315 1.5 0.0 0.1
N -1.360 -0.638 -0.396 -1.6 0.4 0.6
H 0.892 -0.959 -1.349 -0.7 -0.1 -1.1
H 1.674 -1.594 -0.044 0.9 0.2 1.0
H 1.732 0.990 0.826 -1.2 -1.7 -1.6
H 0.343 1.044 -0.134 -1.2 0.2 0.4
H -1.716 0.851 1.016 0.5 0.2 -2.2
H -1.786 1.194 -0.650 -2.5 2.6 -2.4
H -0.340 -1.025 1.336 -0.2 -0.5 -1.0
H -2.344 -1.070 -0.264 2.3 0.7 0.2
H 1.814 1.158 -0.763 0.2 -1.1 -0.6
```
Positions in Å, forces in eV/Å.

Output
* energy relative to the best compared isomer or geometry (same formula, charge and spin): 103.6 kcal per mole
* orbital gap: 10.78 eV
* strongest force on any atom: 0.0876 hartree/bohr
* LUMO level: -3.4109 eV
* total charge: +1

No. 9
This record from the Open Molecules 2025 dataset describes a cluster of 2 separate species, CH9N4 in total. The level of theory is the ωB97M-V functional and the def2-TZVPD basis.

```
14
Properties=species:S:1:pos:R:3:forces:R:3
C 1.361 -0.640 -0.040 0.8 -7.7 -0.9
N 2.669 -0.563 0.093 4.0 -0.6 1.2
N 0.935 1.649 -0.166 1.7 -6.2 0.1
N 0.482 0.342 -0.078 -5.2 6.9 0.5
N -2.474 -0.585 0.000 -0.3 0.4 1.3
H 0.986 -1.649 0.123 -0.4 0.6 -0.2
H -0.621 0.156 -0.124 2.4 0.0 0.1
H 3.316 -1.385 0.390 -1.9 2.1 -0.7
H 3.092 0.329 0.006 0.9 0.5 0.1
H 0.246 2.269 -0.109 -3.4 3.4 0.1
H 1.581 1.695 -0.920 0.9 0.8 -0.7
H -2.763 -1.540 0.288 1.2 0.6 0.2
H -2.176 -0.019 0.846 -1.0 -1.4 -0.7
H -3.422 -0.252 -0.185 0.4 0.7 -0.5
```
Positions in Å, forces in eV/Å.

Output
* multiplicity: 3
* energy relative to the best compared isomer or geometry (same formula, charge and spin): 0.0 kcal per mole
* orbital gap (spin up / spin down): 6.65 / 7.72 eV
* strongest force on any atom: 0.1676 hartree/bohr
* LUMO level (spin up / spin down): -3.1545 / -7.3285 eV
* total charge: +1

No. 10
This record from the Open Molecules 2025 dataset describes a cluster of 3 separate species, CH9NO3 in total. The level of theory is the ωB97M-V functional and the def2-TZVPD basis.

```
14
Properties=species:S:1:pos:R:3:forces:R:3
N 0.231 1.688 0.503 -1.4 -1.0 1.0
C -1.026 1.144 -0.134 0.5 -0.3 0.4
O -0.991 0.456 -1.423 -0.9 3.4 1.1
H 1.083 1.726 0.014 0.7 0.1 -0.6
H 0.191 2.185 1.422 -0.2 -0.9 -1.7
H -1.661 1.997 -0.135 -0.7 0.8 -1.6
H -1.629 0.524 0.519 0.7 -0.8 0.7
H -0.385 -0.253 -1.530 0.5 -1.3 0.7
H 0.989 -1.277 -0.547 0.6 0.3 -0.9
H 1.118 -0.149 -1.652 0.7 -0.2 0.2
O 1.380 -1.054 -1.429 -0.4 -0.1 0.6
H 0.340 -1.718 1.865 0.2 0.2 -2.5
H 0.084 -3.045 1.549 0.3 0.7 -2.3
O 0.278 -2.225 0.977 -0.5 -0.8 4.8
```
Positions in Å, forces in eV/Å.

Output
* energy relative to the best compared isomer or geometry (same formula, charge and spin): 42.1 kcal per mole
* orbital gap: 9.21 eV
* strongest force on any atom: 0.0951 hartree/bohr
* LUMO level: 0.3273 eV
* total charge: 0

So what do the calculations give for M? Going down the list: 84.07; 49.10; 65.10; 63.10; 63.10; 77.11; 77.11; 77.11; 77.11; 83.09 g mol⁻¹.